47
Properties=species:S:1:pos:R:3:lowdin_charge:R:1 method="wB97M-V/def2-TZVPD" total_charge=+1 de_lowest_kj_mol=24.0 e_lumo_ev="-5.309 / -5.308" total_energy_ev=-84039.6899 fmax_ev_per_a=1.5
O -0.54261 -0.64538 -0.33079 -0.19
C 2.21048 -4.40679 0.72478 0.01
H -0.50721 6.07601 2.49167 0.13
H -1.14414 -2.54028 -0.22659 0.13
C 0.89526 -2.40782 0.43295 -0.10
C -0.99453 2.57711 -0.49890 -0.55
O -2.24682 7.48896 3.29038 0.10
O -4.18186 7.22332 2.38118 0.10
H 3.98161 -1.67640 1.64065 0.13
H 2.31073 -5.48455 0.67596 0.13
C 3.15365 -2.26311 1.25686 0.01
C -0.31135 -1.84834 -0.06169 -0.12
S 1.72782 0.78103 -2.80651 0.25
H 4.49675 -5.37068 1.61715 0.08
H 2.62410 0.16751 1.88441 0.09
O -1.73974 1.88310 -1.27882 -0.12
C 3.29975 -3.64408 1.14912 -0.22
C -0.65280 4.42980 1.10387 0.02
H -4.40174 5.37599 0.89956 0.13
H 5.32832 -4.11493 0.69725 0.10
Os -0.11767 0.68493 -1.85959 1.11
C -2.21024 -1.95643 -5.01072 -1.60
Cl -2.80815 -0.88764 -6.28260 0.67
Cl -1.04395 -3.11787 -5.66212 0.66
C -1.52571 -1.14548 -4.00319 -0.27
H 0.39337 4.15991 1.14906 0.13
H -3.51663 3.45058 -0.43892 0.13
Cl -3.54992 -2.79452 -4.21155 0.66
H 0.12574 -5.75869 0.14448 0.09
C 1.98245 -1.61654 0.91390 -0.16
C 1.90607 -0.13234 1.12274 -0.03
N -0.99110 -0.50347 -3.22307 0.01
C 4.60329 -4.29481 1.49467 -0.02
O 0.22973 2.22472 -0.45485 -0.14
N -3.01660 6.93080 2.53886 -0.35
H -1.05352 -4.50310 0.47556 0.09
C -2.48794 5.79590 1.74623 -0.12
C -1.51564 3.70417 0.28791 -0.13
C -1.14230 5.48898 1.84517 0.03
C -0.12565 -4.71955 -0.05479 -0.04
H 5.01893 -3.87439 2.41044 0.09
C -3.36172 5.08902 0.93916 0.03
H 0.91734 0.20136 1.42446 0.08
H -0.31773 -4.62888 -1.12608 0.09
H 2.15963 0.40156 0.20680 0.06
C -2.86648 4.02876 0.20292 0.02
C 1.00873 -3.82747 0.38264 -0.18